No. 1
{"formula": "C41H49CaCl2FN4O6SSi", "method": "ωB97M-V/def2-TZVPD", "homo_ev": 0.0, "orbital_gap_ha": 0.1302, "e_tot_ev": -126484.1209, "total_charge": -2, "symbols": ["Ca", "N", "C", "C", "C", "C", "C", "C", "C", "C", "N", "C", "H", "H", "H", "H", "H", "H", "H", "H", "C", "C", "C", "C", "C", "C", "C", "F", "C", "C", "C", "O", "C", "C", "N", "C", "C", "O", "O", "H", "H", "H", "H", "H", "H", "H", "H", "H", "H", "H", "C", "C", "C", "C", "O", "Si", "S", "O", "C", "C", "C", "C", "O", "C", "C", "C", "C", "H", "H", "H", "H", "H", "H", "H", "H", "H", "H", "H", "H", "H", "H", "H", "H", "H", "H", "H", "H", "H", "H", "H", "H", "H", "H", "H", "Cl", "C", "C", "C", "C", "C", "Cl", "C", "N", "H", "H", "H"], "positions_angstrom": [[1.95, -0.21, -0.08], [-0.69, -2.21, -0.93], [-1.55, -1.65, -0.02], [-1.97, -2.32, 1.11], [-2.86, -1.73, 2.02], [-3.36, -0.47, 1.82], [-2.94, 0.25, 0.68], [-3.35, 1.58, 0.44], [-2.87, 2.25, -0.66], [-1.98, 1.58, -1.51], [-1.58, 0.35, -1.33], [-2.04, -0.32, -0.24], [0.01, -2.84, -0.55], [-0.29, -1.58, -1.62], [-1.58, -3.31, 1.30], [-3.15, -2.29, 2.90], [-4.02, 0.00, 2.53], [-4.01, 2.07, 1.15], [-3.13, 3.28, -0.85], [-1.58, 2.09, -2.38], [-1.78, 2.46, -6.13], [-0.94, 3.57, -5.50], [-1.84, 4.69, -5.01], [-1.00, 5.84, -4.47], [-0.06, 5.33, -3.41], [0.41, 6.16, -2.42], [1.24, 5.67, -1.42], [1.66, 6.53, -0.47], [1.62, 4.36, -1.38], [1.18, 3.50, -2.39], [1.60, 2.09, -2.32], [2.37, 1.73, -1.43], [1.06, 1.24, -3.35], [0.28, 1.79, -4.31], [-0.12, 3.08, -4.38], [0.34, 3.97, -3.40], [1.26, -0.27, -3.43], [1.08, -0.79, -4.54], [1.55, -0.85, -2.35], [-2.46, 2.91, -6.84], [-2.36, 1.93, -5.37], [-1.17, 1.72, -6.66], [-0.27, 3.98, -6.26], [-2.50, 4.30, -4.22], [-2.47, 5.03, -5.83], [-1.63, 6.62, -4.04], [-0.44, 6.29, -5.29], [0.10, 7.20, -2.39], [2.23, 3.95, -0.58], [-0.07, 1.12, -5.09], [6.58, -1.48, -1.67], [5.32, -0.62, -1.59], [4.70, -0.45, -2.97], [5.67, 0.74, -1.00], [4.34, -1.21, -0.70], [4.02, -2.84, -0.46], [2.30, -3.00, 0.63], [5.36, -3.54, 0.24], [5.79, -3.51, 1.60], [7.29, -3.82, 1.56], [5.57, -2.14, 2.23], [5.06, -4.59, 2.39], [4.08, -3.48, -1.98], [3.46, -4.62, -2.55], [3.57, -5.82, -1.60], [4.22, -4.90, -3.84], [2.00, -4.31, -2.85], [7.30, -0.98, -2.33], [6.36, -2.47, -2.08], [7.03, -1.60, -0.69], [5.45, -0.05, -3.66], [3.86, 0.23, -2.92], [4.34, -1.41, -3.35], [6.40, 1.24, -1.64], [6.09, 0.62, 0.00], [4.78, 1.37, -0.93], [7.82, -3.06, 0.99], [7.45, -4.79, 1.07], [7.70, -3.86, 2.57], [6.07, -1.36, 1.66], [5.96, -2.13, 3.25], [4.50, -1.90, 2.27], [5.22, -5.56, 1.92], [3.99, -4.38, 2.39], [5.42, -4.63, 3.42], [4.62, -6.00, -1.36], [3.15, -6.71, -2.06], [3.03, -5.61, -0.67], [5.27, -5.09, -3.62], [4.15, -4.03, -4.49], [3.80, -5.76, -4.36], [1.46, -4.13, -1.92], [1.53, -5.15, -3.38], [1.92, -3.40, -3.46], [3.78, 1.24, 1.80], [2.55, 2.07, 2.76], [2.98, 2.93, 3.74], [2.06, 3.61, 4.53], [0.70, 3.37, 4.29], [0.29, 2.50, 3.31], [-1.45, 2.27, 3.12], [1.16, 1.75, 2.38], [0.81, 0.97, 1.42], [4.05, 3.07, 3.88], [2.38, 4.30, 5.31], [-0.06, 3.86, 4.88]]}

=====

No. 2
{"formula": "C41H49F3N2O3P2RuSSeSi2", "method": "ωB97M-V/def2-TZVPD", "homo_ev": [-4.6, -4.5], "orbital_gap_ha": [0.2601, 0.2578], "e_tot_ev": -173690.4318, "total_charge": -1, "s2": 0.763, "multiplicity": 2, "symbols": ["Ru", "C", "Si", "C", "C", "N", "P", "C", "P", "N", "Si", "C", "C", "C", "C", "C", "C", "C", "C", "C", "C", "C", "C", "C", "C", "C", "C", "C", "C", "C", "C", "C", "C", "C", "C", "C", "C", "C", "H", "H", "H", "H", "H", "H", "H", "H", "H", "H", "H", "H", "H", "H", "H", "H", "H", "H", "H", "H", "H", "H", "H", "H", "H", "H", "H", "H", "H", "H", "H", "H", "H", "H", "H", "H", "H", "H", "C", "C", "C", "C", "C", "C", "Se", "C", "C", "C", "H", "H", "H", "H", "H", "H", "H", "H", "H", "H", "H", "F", "C", "F", "F", "S", "O", "O", "O"], "positions_angstrom": [[-0.96, 0.06, 1.50], [-2.80, 4.53, 0.51], [-2.21, 3.03, 1.51], [-3.77, 2.24, 2.18], [-1.22, 3.72, 2.96], [-1.16, 2.08, 0.55], [-0.88, 1.27, -0.81], [-0.13, -0.21, -0.49], [-0.14, -1.84, -0.10], [-0.15, -1.84, 1.53], [0.61, -2.92, 2.66], [0.10, -4.71, 2.34], [0.11, -2.53, 4.42], [2.49, -2.86, 2.52], [-1.38, -3.01, -0.71], [-1.43, -3.32, -2.07], [-2.32, -4.26, -2.54], [-3.16, -4.93, -1.66], [-3.12, -4.62, -0.31], [-2.24, -3.66, 0.16], [1.39, -2.58, -0.77], [1.55, -3.94, -1.04], [2.78, -4.45, -1.40], [3.89, -3.60, -1.50], [3.74, -2.25, -1.24], [2.51, -1.74, -0.87], [-2.26, 1.28, -1.99], [-2.86, 2.48, -2.36], [-3.88, 2.49, -3.29], [-4.30, 1.31, -3.88], [-3.70, 0.11, -3.53], [-2.68, 0.10, -2.59], [0.34, 2.26, -1.75], [0.63, 3.57, -1.41], [1.56, 4.30, -2.15], [2.19, 3.72, -3.23], [1.91, 2.40, -3.57], [1.00, 1.67, -2.83], [-3.14, 5.31, 1.19], [-3.63, 4.28, -0.14], [-2.00, 4.95, -0.10], [-4.20, 2.92, 2.92], [-3.61, 1.28, 2.67], [-4.51, 2.07, 1.39], [-1.56, 4.73, 3.20], [-0.16, 3.76, 2.73], [-1.33, 3.12, 3.87], [-0.97, -4.87, 2.46], [0.61, -5.35, 3.06], [0.38, -5.05, 1.35], [-0.97, -2.60, 4.54], [0.44, -1.53, 4.71], [0.57, -3.25, 5.11], [2.83, -3.26, 1.57], [2.95, -3.44, 3.32], [2.83, -1.83, 2.60], [-0.76, -2.82, -2.76], [-2.35, -4.49, -3.60], [-3.86, -5.67, -2.03], [-3.80, -5.11, 0.38], [-2.23, -3.40, 1.21], [0.70, -4.60, -0.97], [2.89, -5.51, -1.60], [4.85, -4.01, -1.78], [4.59, -1.59, -1.31], [2.37, -0.69, -0.65], [-2.53, 3.41, -1.91], [-4.35, 3.43, -3.56], [-5.11, 1.32, -4.60], [-4.04, -0.82, -3.96], [-2.24, -0.83, -2.28], [0.15, 4.01, -0.55], [1.78, 5.32, -1.87], [2.92, 4.28, -3.81], [2.42, 1.93, -4.41], [0.79, 0.64, -3.08], [0.31, 2.65, 8.44], [0.46, 2.20, 7.02], [1.62, 2.46, 6.30], [1.78, 2.04, 4.98], [3.06, 2.38, 4.27], [0.74, 1.33, 4.34], [1.11, 0.80, 2.53], [-0.43, 1.06, 5.06], [-1.62, 0.35, 4.49], [-0.55, 1.50, 6.38], [1.15, 3.27, 8.75], [0.26, 1.81, 9.13], [-0.60, 3.24, 8.58], [2.43, 3.01, 6.77], [3.72, 2.94, 4.93], [2.86, 2.97, 3.38], [3.58, 1.48, 3.94], [-1.41, -0.09, 3.50], [-2.48, 1.01, 4.41], [-1.91, -0.50, 5.11], [-1.47, 1.29, 6.91], [-5.54, -0.72, 2.71], [-4.66, -1.49, 2.05], [-3.55, -1.56, 2.81], [-5.17, -2.73, 2.00], [-4.29, -0.82, 0.34], [-5.17, 0.31, 0.21], [-4.53, -1.94, -0.53], [-2.87, -0.47, 0.45]]}